Entry 1:
Computed, not measured: a molecular structure, C6H11NO in a non-equilibrium geometry, with ωB97M-V with the def2-TZVPD basis set.

The geometry in ORCA input format:
```
! wB97M-V def2-TZVPD RIJCOSX def2/J DEFGRID3
* xyz 0 1
O -0.898 0.242 1.431
N 0.452 2.172 -1.278
C 0.360 0.816 0.962
C -0.862 -0.215 -1.009
C -0.688 -1.201 1.447
C 0.893 1.289 -0.385
C 0.371 -0.069 -0.267
C 0.466 -1.484 0.387
H -0.581 -0.745 -2.227
H -0.271 1.450 -2.099
H 1.227 0.551 1.499
H 1.788 2.718 -1.809
H -1.534 0.869 -1.098
H -1.676 -1.615 1.287
H 1.874 1.790 -0.185
H -0.125 -2.405 -0.022
H -0.478 -1.402 2.667
H -1.759 -1.077 -0.207
H 1.443 -1.685 0.904
*
```

Output
- ΔE to the lowest compared entry with this formula, charge and spin: 306.48 kcal/mol
- E_LUMO: -0.2 eV
- F_max: 7.595 eV/A
- Gap between HOMO and LUMO: 8.19 eV

Per-atom Löwdin charges, elementary charge units: -0.17, -0.01, -0.13, -0.11, -0.24, -0.45, -0.49, -0.10, 0.18, 0.17, 0.12, 0.25, 0.14, 0.08, 0.13, 0.13, 0.17, 0.20, 0.12

=====

Entry 2:
Computed, not measured: a molecular structure, C4H11NO2 in a non-equilibrium geometry, with ωB97M-V with the def2-TZVPD basis set.

The geometry in ORCA input format:
```
! wB97M-V def2-TZVPD RIJCOSX def2/J DEFGRID3
* xyz 0 1
O -2.703 0.321 0.751
O -1.797 -0.982 -0.946
N -0.131 1.246 -0.892
C 2.530 -0.044 0.145
C 0.118 0.576 0.274
C -1.669 -0.573 0.415
C 0.745 -0.704 0.323
H -2.719 -1.222 -1.125
H -0.473 0.657 -1.646
H -1.793 -1.436 1.080
H 0.151 2.209 -0.965
H -2.487 1.171 0.344
H 0.612 -1.354 -0.530
H 2.795 0.685 0.908
H 0.251 1.218 1.141
H 3.104 -0.957 0.286
H 0.803 -1.164 1.298
H 2.663 0.351 -0.860
*
```

Output
- ΔE to the lowest compared entry with this formula, charge and spin: 104.07 kcal/mol
- E_LUMO: 0.9 eV
- F_max: 6.710 eV/A
- Gap between HOMO and LUMO: 7.92 eV

Per-atom Löwdin charges, elementary charge units: -0.06, -0.08, 0.07, -0.05, -0.31, -0.33, -0.14, 0.10, 0.10, 0.12, 0.10, 0.07, 0.10, 0.03, 0.14, 0.02, 0.09, 0.02

=====

Entry 3:
Computed, not measured: a single CH2Cl2O2 molecule in a non-equilibrium geometry, with ωB97M-V with the def2-TZVPD basis set.

The geometry in ORCA input format:
```
! wB97M-V def2-TZVPD RIJCOSX def2/J DEFGRID3
* xyz 0 1
Cl 1.570 -1.703 -0.031
Cl 1.649 1.113 -0.151
O -0.442 -0.401 0.542
O -1.690 0.495 0.193
C 0.579 -0.228 -0.359
H 0.158 -0.084 -1.291
H -1.823 0.807 1.097
*
```

Output
- ΔE to the lowest compared entry with this formula, charge and spin: 86.31 kcal/mol
- E_LUMO: -0.2 eV
- SMILES: OOC(Cl)Cl
- F_max: 3.022 eV/A
- Gap between HOMO and LUMO: 10.90 eV

Per-atom Löwdin charges, elementary charge units: 0.61, 0.62, -0.21, 0.01, -1.17, 0.05, 0.09

=====

Entry 4:
Computed, not measured: a molecular structure, C30H70Cd2N3O24 in a non-equilibrium geometry, with ωB97M-V with the def2-TZVPD basis set.

The geometry in ORCA input format:
```
! wB97M-V def2-TZVPD RIJCOSX def2/J DEFGRID3
* xyz 1 1
Cd 15.323 -4.979 -13.993
Cd 14.529 0.455 -18.530
O 12.505 4.385 -15.094
O 18.803 -5.404 -17.081
O 15.397 -1.632 -18.956
O 20.307 -2.901 -10.777
O 16.400 -4.593 -15.720
O 18.294 -1.846 -19.892
O 16.316 0.098 -8.978
O 14.373 2.478 -9.091
O 18.424 0.185 -15.067
O 17.643 -2.911 -11.458
O 16.582 3.387 -16.734
O 14.724 0.555 -16.348
O 10.564 -2.590 -17.882
O 11.731 2.085 -13.971
O 14.796 2.391 -14.054
O 17.719 8.794 -10.642
O 15.510 -2.964 -13.732
O 14.126 0.441 -20.649
O 14.026 -5.025 -12.437
O 12.179 -0.232 -12.025
O 15.674 -1.396 -11.452
O 19.141 3.708 -10.848
O 13.507 -4.394 -14.961
O 12.814 4.657 -12.176
N 12.490 -0.102 -18.603
N 19.071 -1.360 -13.005
N 18.521 6.035 -9.416
C 19.169 -1.029 -15.373
C 9.363 -2.994 -18.543
C 15.341 -1.708 -13.781
C 20.478 -1.240 -12.618
C 18.670 4.803 -8.680
C 16.873 7.651 -10.486
C 16.663 -4.138 -16.865
C 16.258 -2.566 -18.627
C 15.143 1.148 -13.943
C 15.756 -3.380 -17.636
C 21.071 -2.460 -11.869
C 17.283 6.737 -9.271
C 18.251 9.139 -11.911
C 15.029 0.217 -15.136
C 12.861 -0.315 -20.966
C 11.998 -0.694 -17.314
C 18.964 -2.078 -14.312
C 17.709 -2.683 -19.054
C 18.109 -4.451 -17.473
C 15.379 -0.776 -12.482
C 18.959 2.664 -11.751
C 14.795 1.115 -21.761
C 18.929 1.433 -15.533
C 15.367 0.713 -12.661
C 20.882 -4.044 -10.179
C 18.334 3.598 -9.654
C 10.565 -1.279 -17.207
C 12.365 -1.103 -19.771
C 18.563 -3.583 -18.515
C 15.099 -1.083 -15.034
H 15.877 -0.556 -9.522
H 18.767 -0.474 -13.381
H 20.522 -0.507 -11.813
H 11.346 -1.397 -20.022
H 18.287 2.627 -9.161
H 14.976 -1.866 -15.768
H 13.135 -5.299 -12.222
H 13.449 4.540 -15.065
H 22.110 -2.230 -11.633
H 13.389 -3.481 -14.702
H 20.001 1.384 -15.341
H 12.618 -1.548 -17.039
H 13.082 3.930 -12.740
H 15.390 0.428 -22.362
H 12.980 -0.235 -11.501
H 9.575 -3.838 -19.199
H 15.532 1.817 -21.371
H 20.179 -4.868 -10.060
H 17.346 7.199 -8.286
H 16.175 2.916 -16.007
H 18.648 1.578 -16.576
H 16.898 7.137 -11.447
H 21.811 -4.425 -10.602
H 16.837 -2.408 -11.591
H 12.150 0.642 -12.414
H 15.894 8.098 -10.313
H 17.614 -3.822 -11.759
H 14.049 1.607 -22.386
H 16.689 4.282 -16.412
H 16.422 6.069 -9.245
H 17.321 3.838 -9.977
H 19.047 1.725 -11.206
H 18.729 10.118 -11.898
H 19.780 2.579 -12.464
H 18.515 2.233 -14.920
H 8.658 -3.307 -17.773
H 18.937 8.406 -12.337
H 9.975 -0.565 -17.781
H 8.914 -2.108 -18.992
H 11.998 0.213 -16.710
H 17.459 9.176 -12.659
H 13.031 -1.131 -21.669
H 20.994 -0.867 -13.502
H 19.624 -3.575 -18.716
H 21.249 -3.123 -12.716
H 19.738 -2.844 -14.351
H 12.188 0.492 -21.257
H 14.924 1.695 -9.083
H 21.248 -3.653 -9.230
H 18.364 -2.444 -11.886
H 19.726 4.869 -8.421
H 17.976 2.731 -12.217
H 18.660 5.830 -10.395
H 11.074 2.698 -14.300
H 12.965 -2.010 -19.689
H 12.304 4.244 -11.479
H 10.200 -1.314 -16.180
H 13.010 -4.479 -15.776
H 11.742 0.556 -18.766
H 12.166 4.826 -14.315
H 18.140 4.775 -7.728
H 20.248 -0.885 -15.434
H 15.457 1.442 -11.869
H 18.814 -1.362 -16.349
H 14.840 3.094 -9.656
H 14.485 -5.020 -11.597
H 17.957 -2.464 -14.468
H 17.098 -0.348 -8.653
H 14.754 -3.505 -17.253
H 12.506 2.252 -14.508
*
```

Output
- E_LUMO: -4.8 eV
- F_max: 7.349 eV/A
- Gap between HOMO and LUMO: 3.75 eV

These are the Löwdin partial charges, in e, on atoms 1 to 99: 1.46, 1.50, -0.05, 0.00, -0.18, -0.17, -0.18, -0.09, -0.04, -0.05, -0.23, 0.25, -0.06, -0.16, -0.24, -0.05, -0.03, -0.21, -0.20, -0.36, -0.08, -0.05, -0.04, -0.19, -0.09, -0.05, -0.13, -0.06, -0.09, -0.17, -0.09, -0.25, -0.16, -0.18, -0.17, -0.29, -0.27, -0.33, -0.03, -0.23, -0.21, -0.12, -0.31, -0.14, -0.18, -0.15, -0.37, -0.35, -0.26, -0.13, -0.04, -0.06, 0.04, -0.09, -0.16, -0.15, -0.16, -0.03, -0.01, 0.01, 0.09, 0.12, 0.12, 0.11, 0.10, 0.10, 0.04, 0.13, 0.05, 0.09, 0.11, -0.01, 0.10, 0.01, 0.10, 0.09, 0.09, 0.12, -0.01, 0.09, 0.11, 0.09, 0.03, -0.01, 0.12, 0.15, 0.09, 0.04, 0.10, 0.10, 0.07, 0.09, 0.09, 0.08, 0.09, 0.08, 0.11, 0.08, 0.12

=====

Entry 5:
Computed, not measured: a gas-phase ion, C3H6NOS (charge +1) in a non-equilibrium geometry, with ωB97M-V with the def2-TZVPD basis set.

The geometry in ORCA input format:
```
! wB97M-V def2-TZVPD RIJCOSX def2/J DEFGRID3
* xyz 1 1
S 1.385 0.995 -0.283
O -2.180 0.633 -0.218
N -1.012 0.347 -0.012
C -0.058 1.200 0.675
C -0.436 -0.788 -0.568
C 1.033 -0.784 -0.154
H 1.320 -1.002 0.931
H -0.233 2.199 0.679
H -0.535 -0.740 -1.637
H 0.012 0.717 1.742
H -1.038 -1.626 -0.276
H 1.743 -1.150 -0.878
*
```

Output
- ΔE to the lowest compared entry with this formula, charge and spin: 73.31 kcal/mol
- E_LUMO: -7.5 eV
- SMILES: O=[N+]1CCSC1
- F_max: 5.471 eV/A
- Gap between HOMO and LUMO: 7.00 eV

Per-atom Löwdin charges, elementary charge units: 1.01, 0.27, -0.18, -0.38, -0.15, -0.36, 0.13, 0.07, 0.17, 0.18, 0.16, 0.09

=====

Entry 6:
Computed, not measured: 8 unconnected molecules or ions with the total composition C4H25N2O9 in a non-equilibrium geometry, with ωB97M-V with the def2-TZVPD basis set.

The geometry in ORCA input format:
```
! wB97M-V def2-TZVPD RIJCOSX def2/J DEFGRID3
* xyz 2 2
O -1.629 2.563 2.088
O 0.752 -2.818 -1.373
O -0.633 1.190 4.601
O -1.294 -2.235 3.404
O 3.341 -2.286 -0.555
O -1.908 1.350 -3.049
O -0.621 0.129 1.623
O 2.368 0.146 0.205
O -2.786 -2.157 -0.052
N -0.465 3.007 -2.669
N -0.906 -0.524 -1.529
C 2.204 1.144 -0.756
C -0.870 1.777 -2.525
C -0.189 0.844 -1.483
C 1.265 0.632 -1.871
H -0.368 0.390 4.120
H -3.257 -2.951 -0.319
H -0.335 1.122 -0.447
H -2.320 2.701 1.438
H -1.734 -2.927 3.909
H 3.458 -1.335 -0.478
H -0.377 -2.488 3.272
H 3.176 1.379 -1.176
H 1.832 2.063 -0.292
H -1.672 3.212 2.799
H -0.303 -1.352 -1.340
H -2.101 -2.332 0.601
H -0.865 0.958 2.104
H 4.183 -2.744 -0.448
H 0.228 3.522 -2.132
H -1.700 -0.569 -0.872
H 1.435 1.062 -2.876
H 0.180 1.703 4.663
H 0.625 -3.691 -1.756
H -0.922 3.536 -3.401
H -1.354 -0.605 -2.441
H 1.647 -0.338 -2.202
H 1.709 -2.629 -1.378
H 1.574 -0.019 0.708
H -1.373 -0.429 1.886
*
```

Output
- ΔE to the lowest compared entry with this formula, charge and spin: 56.41 kcal/mol
- E_LUMO (spin up / spin down): -7.7 / -13.0 eV
- F_max: 3.605 eV/A
- Expectation value of S²: 0.756
- Gap between HOMO and LUMO (spin up / spin down): 8.29 / 2.97 eV

Per-atom Löwdin charges, elementary charge units: -0.04, -0.05, -0.04, -0.04, -0.04, 0.36, -0.08, -0.02, -0.03, 0.31, 0.24, -0.21, -0.33, -0.11, -0.09, 0.02, 0.07, 0.14, 0.06, 0.06, 0.02, 0.05, 0.14, 0.13, 0.08, 0.11, 0.03, 0.01, 0.08, 0.18, 0.13, 0.15, 0.05, 0.08, 0.18, 0.16, 0.14, 0.02, 0.08, 0.04